# 1
Molecular formula: C10H24N2O5S
Method: DFT, ωB97M-V/def2-TZVPD

```
! wB97M-V def2-TZVPD RIJCOSX def2/J DEFGRID3
* xyz 0 1
C 1.598 3.027 -1.193
S 0.012 3.242 -0.149
O 0.385 4.344 0.907
O -1.137 3.814 -1.042
C -0.350 1.563 0.597
N -0.228 0.525 -0.539
C -0.963 -0.740 -0.143
C -0.710 -2.025 -1.128
C -0.610 -3.357 -0.135
O 0.648 -3.417 0.639
C -2.586 -0.345 -0.086
O -2.803 1.049 0.357
C -1.784 1.440 1.380
C -2.259 2.788 2.183
N -3.044 2.320 3.426
H 2.260 4.019 -1.192
H 1.375 2.689 -2.291
H 2.238 2.199 -0.621
H 0.515 1.327 1.373
H 0.791 0.341 -0.785
H -0.729 0.901 -1.399
H -0.588 -1.046 0.948
H 0.291 -1.966 -1.756
H -1.669 -2.135 -1.826
H -0.675 -4.379 -0.732
H -1.485 -3.241 0.657
H 0.523 -2.848 1.471
H -3.180 -1.146 0.557
H -3.001 -0.452 -1.199
H -1.638 0.596 2.211
H -1.387 3.449 2.600
H -3.038 3.372 1.529
H -2.497 1.594 3.953
H -3.156 3.111 4.108
C 4.273 -2.291 -1.419
C 2.892 -2.874 -1.768
O 2.167 -1.881 -2.256
H 4.204 -1.498 -0.663
H 4.915 -3.079 -1.008
H 4.781 -1.882 -2.301
H 2.548 -3.371 -0.848
H 3.100 -3.739 -2.417
*
```

Calculated values
Kohn-Sham gap   5.45 eV
HOMO level   -6.006 eV
LUMO energy   -0.554 eV

# 2
Molecular formula: C14H16O
Method: DFT, ωB97M-V/def2-TZVPD

```
! wB97M-V def2-TZVPD RIJCOSX def2/J DEFGRID3
* xyz 0 1
C 2.874 3.909 0.523
C 2.360 2.520 0.539
C 1.198 2.130 1.207
C 0.836 0.769 1.276
C 1.725 -0.231 0.670
O 1.463 -1.595 0.610
C 2.936 0.206 0.171
C 3.228 1.569 -0.039
H 2.667 4.607 1.383
H 2.289 4.430 -0.215
H 3.909 4.006 0.113
H 0.729 2.946 1.622
H -0.042 0.475 1.741
H 0.794 -1.930 1.289
H 3.792 -0.469 0.150
H 4.197 1.738 -0.533
C -3.103 -3.457 0.412
C -2.576 -2.247 -0.364
C -1.467 -2.319 -1.215
C -1.094 -1.170 -2.001
C -1.732 0.034 -1.792
C -2.742 0.157 -0.835
C -3.170 -0.990 -0.173
H -2.293 -3.615 1.143
H -2.939 -4.467 -0.086
H -4.170 -3.461 0.579
H -0.832 -3.225 -1.304
H -0.389 -1.279 -2.785
H -1.448 0.952 -2.264
H -3.050 1.076 -0.321
H -3.950 -1.066 0.498
*
```

Calculated values
Kohn-Sham gap   8.84 eV
Relative energy (zero: lowest compared OMol25 entry of this formula, charge and spin)   2.171 eV
HOMO level   -8.154 eV
SMILES string   Cc1ccc(O)cc1.Cc1ccccc1
LUMO energy   0.684 eV

# 3
Molecular formula: C30H58BrFN2O25PS5
Method: DFT, ωB97M-V/def2-TZVPD

```
! wB97M-V def2-TZVPD RIJCOSX def2/J DEFGRID3
* xyz 1 1
C 2.202 -1.004 -1.713
C 1.095 -2.069 -1.458
C -0.163 -1.564 -0.693
C -0.346 -1.928 0.819
C -0.034 -0.618 1.622
C 1.468 -0.229 1.721
C 1.621 1.323 1.678
C 2.241 1.779 0.339
C 2.879 3.203 0.377
C 4.272 3.220 -0.291
C 4.317 2.557 -1.662
O 5.647 2.568 -2.189
C 6.125 1.215 -2.258
C 0.661 -2.962 1.347
O 0.351 -4.332 1.094
C -0.731 -4.615 0.277
C -0.323 -4.943 -1.165
O 0.771 -5.188 -1.422
N -1.345 -5.033 -2.217
C -1.172 -4.064 -3.236
O -0.342 -4.029 -4.023
F -2.109 -3.122 -3.222
C -1.970 -3.672 0.352
N -1.750 -2.438 1.160
C -2.856 -1.417 1.086
C -3.329 -0.852 -0.248
C -4.208 0.385 0.137
Br -4.583 -2.039 -1.204
P -1.879 -2.972 2.921
O -1.926 -4.423 3.101
H 3.002 -1.035 -0.972
H 1.740 -0.023 -1.834
H 2.667 -1.249 -2.674
H 1.592 -2.959 -1.071
H 0.779 -2.335 -2.471
H -0.149 -0.472 -0.774
H -1.024 -1.836 -1.312
H -0.415 -0.662 2.649
H -0.547 0.238 1.169
H 1.802 -0.508 2.727
H 2.138 -0.730 1.024
H 2.243 1.661 2.512
H 0.657 1.836 1.788
H 3.035 1.070 0.094
H 1.438 1.783 -0.406
H 2.239 3.853 -0.229
H 2.909 3.548 1.412
H 5.006 2.799 0.408
H 4.556 4.269 -0.432
H 3.628 3.070 -2.348
H 4.010 1.505 -1.642
H 7.141 1.220 -2.657
H 6.152 0.767 -1.256
H 5.486 0.616 -2.919
H 0.827 -2.868 2.427
H 1.661 -2.782 0.948
H -1.112 -5.583 0.640
H -1.162 -5.930 -2.663
H -2.251 -3.445 -0.678
H -2.847 -4.196 0.736
H -2.721 -0.584 1.784
H -3.742 -1.930 1.485
H -2.578 -0.442 -0.918
H -3.591 1.246 0.411
H -4.794 0.098 1.021
H -4.923 0.609 -0.649
H -3.054 -2.416 3.488
H -0.822 -2.439 3.685
C 8.576 3.939 -6.128
C 8.299 3.599 -4.680
O 9.365 2.722 -4.300
S 10.699 3.125 -5.107
O 11.501 3.945 -4.276
O 11.205 1.964 -5.739
O 9.999 4.063 -6.211
H 8.265 3.130 -6.793
H 8.095 4.864 -6.437
H 7.336 3.116 -4.533
H 8.354 4.490 -4.050
C -7.064 1.802 3.713
C -7.343 1.580 5.180
O -6.330 0.649 5.601
S -4.991 0.914 4.767
O -4.114 1.713 5.538
O -4.569 -0.323 4.198
O -5.624 1.820 3.611
H -7.433 0.985 3.114
H -7.479 2.738 3.347
H -8.335 1.175 5.357
H -7.218 2.499 5.757
C -11.263 -1.230 0.920
C -12.171 -0.020 0.983
O -11.515 0.872 1.897
S -9.929 0.693 1.768
O -9.417 1.704 0.920
O -9.396 0.469 3.067
O -9.933 -0.692 0.961
H -11.398 -1.875 1.791
H -11.409 -1.812 0.014
H -13.168 -0.264 1.338
H -12.241 0.477 0.014
C 2.380 4.709 4.937
C 1.434 5.717 5.556
O 0.676 6.224 4.451
S 0.484 5.069 3.356
O -0.784 4.464 3.546
O 0.907 5.565 2.099
O 1.607 4.060 3.918
H 3.230 5.201 4.461
H 2.741 3.981 5.660
H 1.957 6.524 6.062
H 0.742 5.239 6.253
C 2.743 -4.680 -4.177
C 3.754 -5.333 -5.094
O 4.641 -4.268 -5.465
S 4.769 -3.228 -4.247
O 5.940 -3.525 -3.509
O 4.493 -1.926 -4.734
O 3.502 -3.741 -3.401
H 1.992 -4.126 -4.741
H 2.250 -5.393 -3.524
H 3.295 -5.773 -5.976
H 4.335 -6.095 -4.570
*
```

Calculated values
Kohn-Sham gap   8.90 eV
HOMO level   -11.295 eV
LUMO energy   -2.396 eV

# 4
Molecular formula: C7H9O5S
Method: DFT, ωB97M-V/def2-TZVPD

```
! wB97M-V def2-TZVPD RIJCOSX def2/J DEFGRID3
* xyz -1 1
C 0.340 2.476 0.666
O 0.803 1.376 -0.069
C 0.456 0.109 0.402
C 1.406 -0.856 0.328
C 1.156 -2.184 0.560
C -0.051 -2.677 0.117
C -0.839 -1.954 -0.791
C -1.284 -0.687 -0.745
O -1.623 -0.174 -2.004
S -2.448 0.234 0.374
O -2.003 0.303 1.781
O -2.577 1.485 -0.285
O -3.695 -0.521 0.169
H -0.640 2.237 1.214
H 0.142 3.353 -0.010
H 1.121 2.832 1.223
H -0.295 0.220 1.112
H 2.295 -0.458 -0.023
H 1.847 -2.717 1.190
H -0.258 -3.717 -0.040
H -0.960 -2.427 -1.693
H -1.945 0.736 -1.937
*
```

Calculated values
Kohn-Sham gap   8.23 eV
Relative energy (zero: lowest compared OMol25 entry of this formula, charge and spin)   2.914 eV
HOMO level   -4.624 eV
SMILES string   CO/C=C/C=C\C=C(\O)S(=O)(=O)[O-]
LUMO energy   3.611 eV

# 5
Molecular formula: C3H6NOS
Method: DFT, ωB97M-V/def2-TZVPD

```
! wB97M-V def2-TZVPD RIJCOSX def2/J DEFGRID3
* xyz -1 1
O 1.152 -2.273 0.808
C -0.002 -1.859 0.767
N -0.391 -0.616 0.496
C 0.544 0.390 0.029
C -0.122 1.382 -0.942
S -1.892 1.698 -0.586
H -0.820 -2.558 1.016
H -1.246 -0.177 0.827
H 1.049 0.886 0.866
H 1.367 -0.142 -0.452
H 0.462 2.301 -0.877
H -0.100 0.970 -1.951
*
```

Calculated values
Kohn-Sham gap   6.64 eV
Relative energy (zero: lowest compared OMol25 entry of this formula, charge and spin)   0.674 eV
HOMO level   -2.711 eV
SMILES string   O=CNCC[S-]
LUMO energy   3.931 eV

# 6
Molecular formula: C6H14
Method: DFT, ωB97M-V/def2-TZVPD

```
! wB97M-V def2-TZVPD RIJCOSX def2/J DEFGRID3
* xyz 0 1
C 2.839 0.303 0.022
C 1.469 -0.331 -0.135
C 0.308 0.471 0.374
C -1.005 -0.306 0.346
C -2.099 0.521 1.011
C -1.434 -0.734 -1.060
H 2.925 1.363 0.283
H 2.437 0.146 -1.074
H 3.718 -0.313 0.236
H 1.227 -0.403 -1.471
H 1.504 -1.388 0.095
H 0.239 1.384 -0.238
H 0.517 0.808 1.398
H -0.847 -1.217 0.945
H -3.041 -0.034 1.046
H -1.824 0.796 2.036
H -2.274 1.448 0.449
H -2.399 -1.253 -1.019
H -1.551 0.142 -1.712
H -0.710 -1.402 -1.535
*
```

Calculated values
Kohn-Sham gap   9.56 eV
Relative energy (zero: lowest compared OMol25 entry of this formula, charge and spin)   3.390 eV
HOMO level   -8.458 eV
LUMO energy   1.103 eV

# 7
Molecular formula: C39H44BCaN13O2S
Method: DFT, ωB97M-V/def2-TZVPD

```
! wB97M-V def2-TZVPD RIJCOSX def2/J DEFGRID3
* xyz -2 1
Ca 0.809 -0.507 0.025
C 2.298 1.362 2.633
C 0.953 2.006 2.593
C 0.418 2.895 3.540
C -0.855 3.175 3.097
C -1.882 4.053 3.747
N -1.047 2.479 1.953
N 0.067 1.771 1.625
B -2.319 2.534 1.062
N -2.037 3.115 -0.350
N -1.342 2.471 -1.333
C -1.401 3.255 -2.394
C -0.766 2.867 -3.694
C -2.130 4.434 -2.111
C -2.509 4.306 -0.794
C -3.300 5.266 0.041
N -3.073 1.173 1.037
N -2.737 0.144 0.204
C -3.715 -0.742 0.305
C -3.728 -1.978 -0.536
C -4.688 -0.315 1.237
C -4.243 0.910 1.675
C -4.869 1.800 2.704
H 2.909 1.821 3.407
H 2.819 1.435 1.682
H 2.213 0.296 2.865
H 0.887 3.265 4.441
H -1.431 4.532 4.617
H -2.751 3.482 4.086
H -2.248 4.829 3.073
H -3.055 3.316 1.601
H -0.669 1.782 -3.770
H 0.233 3.299 -3.798
H -1.369 3.223 -4.532
H -2.345 5.263 -2.775
H -3.518 6.154 -0.554
H -2.749 5.579 0.932
H -4.247 4.835 0.376
H -2.859 -1.991 -1.190
H -4.625 -2.009 -1.161
H -3.717 -2.885 0.077
H -5.592 -0.829 1.541
H -5.860 1.417 2.949
H -4.969 2.829 2.354
H -4.278 1.819 3.626
S -0.569 -2.986 -7.297
N 0.327 -1.691 -6.777
C 0.166 -1.663 -5.452
C 0.773 -0.720 -4.558
C 1.670 0.271 -5.002
C 2.280 1.097 -4.100
C 1.975 0.945 -2.737
N 1.122 0.052 -2.283
C 0.516 -0.801 -3.163
C -0.318 -1.837 -2.638
N -0.470 -1.929 -1.276
C -1.172 -2.936 -0.780
C -1.792 -3.909 -1.582
C -1.657 -3.826 -2.938
C -0.898 -2.790 -3.509
C -0.670 -2.699 -4.929
N -1.160 -3.532 -5.845
H 1.872 0.342 -6.064
H 2.982 1.858 -4.417
H 2.454 1.572 -1.992
H -1.209 -3.004 0.299
H -2.356 -4.707 -1.117
H -2.104 -4.560 -3.599
C -1.902 -1.780 3.118
C -0.465 -1.467 3.461
N -0.152 -0.488 4.219
O -1.323 0.164 4.656
C 0.659 -2.321 2.989
C 1.921 -2.461 3.786
N 0.515 -2.967 1.852
O 1.517 -3.674 1.474
H -2.436 -0.878 2.804
H -2.402 -2.156 4.017
H -1.940 -2.544 2.350
H -1.009 1.076 4.694
H 2.054 -1.605 4.447
H 2.767 -2.561 3.104
H 1.894 -3.372 4.397
C 2.917 -3.221 -1.546
C 4.176 -2.658 -0.963
C 5.386 -3.296 -1.173
C 6.583 -2.806 -0.641
C 6.566 -1.635 0.126
C 5.391 -0.948 0.355
C 5.392 0.302 1.182
C 4.115 -1.421 -0.183
N 2.998 -0.740 0.018
H 3.100 -4.199 -1.996
H 2.514 -2.561 -2.318
H 2.168 -3.336 -0.756
H 5.398 -4.213 -1.756
H 7.514 -3.334 -0.813
H 7.494 -1.254 0.547
H 6.412 0.571 1.476
H 4.790 0.173 2.083
H 4.946 1.129 0.626
*
```

Calculated values
Kohn-Sham gap (spin up / spin down)   6.10 / 4.28 eV
HOMO level (spin up / spin down)   -2.090 / -0.273 eV
LUMO energy (spin up / spin down)   4.006 / 4.006 eV

# 8
Molecular formula: C2H4NPS
Method: DFT, ωB97M-V/def2-TZVPD

```
! wB97M-V def2-TZVPD RIJCOSX def2/J DEFGRID3
* xyz 0 1
C 1.119 0.345 -0.352
C 0.259 -0.539 0.521
N -0.870 -1.073 0.281
P -2.329 -0.880 -0.421
S -2.846 0.927 0.052
H 1.325 1.316 0.150
H 0.531 0.608 -1.214
H 2.173 -0.017 -0.578
H 0.637 -0.687 1.562
*
```

Calculated values
Kohn-Sham gap   8.32 eV
Relative energy (zero: lowest compared OMol25 entry of this formula, charge and spin)   0.257 eV
HOMO level   -8.736 eV
SMILES string   C/C=N\P=S
LUMO energy   -0.421 eV

# 9
Molecular formula: CH25O15
Method: DFT, ωB97M-V/def2-TZVPD

```
! wB97M-V def2-TZVPD RIJCOSX def2/J DEFGRID3
* xyz -1 1
C -0.176 0.542 -0.472
O -0.439 -0.258 -1.439
O 0.139 -0.097 0.671
O 0.112 1.764 -0.571
H 0.063 -1.064 0.497
O 0.459 2.298 2.260
H 0.430 1.765 1.452
H 1.129 2.974 2.053
O -2.686 0.048 -2.815
H -1.933 -0.069 -2.180
H -3.168 -0.792 -2.822
O 1.713 -2.086 -1.572
H 1.197 -2.876 -1.556
H 1.261 -1.353 -1.117
O 2.280 -3.263 1.065
H 1.387 -3.371 1.416
H 2.190 -3.063 0.131
O -1.561 3.818 0.319
H -1.533 4.361 -0.502
H -0.856 3.227 0.120
O 2.774 2.234 -0.334
H 2.856 3.040 -0.866
H 1.834 2.045 -0.445
O -0.909 2.730 -2.841
H -0.393 2.205 -2.213
H -1.848 2.516 -2.801
O -0.061 -1.101 3.671
H -0.808 -1.420 3.170
H -0.528 -0.643 4.351
O -0.780 -2.716 0.116
H -1.194 -2.472 -0.709
H -1.389 -2.238 0.743
O -2.219 -1.472 1.960
H -2.657 -0.642 1.755
H -2.656 -1.801 2.766
O 2.627 0.145 2.864
H 3.004 -0.253 2.049
H 1.707 -0.085 2.847
O 0.079 -0.597 -3.951
H -0.116 -0.585 -3.020
H 0.668 -1.395 -4.051
*
```

Calculated values
Kohn-Sham gap   8.88 eV
Relative energy (zero: lowest compared OMol25 entry of this formula, charge and spin)   2.057 eV
HOMO level   -7.160 eV
LUMO energy   1.715 eV

# 10
Molecular formula: C12H23N5O6RuS
Method: DFT, ωB97M-V/def2-TZVPD

```
! wB97M-V def2-TZVPD RIJCOSX def2/J DEFGRID3
* xyz 1 6
O -0.103 2.648 -2.266
H -0.466 2.833 -3.213
Ru -0.421 -0.329 -0.132
N -2.054 0.934 0.000
N 0.167 1.430 1.037
N -0.081 -2.061 -1.092
N 1.577 -0.994 0.334
O -3.198 0.437 -0.274
O -0.954 -2.354 -2.140
O 2.438 -0.426 1.205
O 1.245 1.618 1.782
C -0.703 2.473 1.102
C -1.916 2.234 0.439
C 1.009 -2.826 -0.950
C 1.989 -2.204 -0.106
C -3.019 3.195 0.229
H -2.862 3.795 -0.671
H -3.081 3.878 1.071
H -3.962 2.668 0.117
C -0.316 3.700 1.853
H 0.603 4.134 1.443
H -0.162 3.494 2.921
H -1.105 4.458 1.779
C 1.197 -4.063 -1.734
C 3.276 -2.850 0.266
H 0.706 -4.032 -2.711
H 0.849 -4.961 -1.209
H 2.264 -4.203 -1.900
H 3.818 -2.263 1.006
H 3.944 -2.983 -0.590
H 3.108 -3.841 0.695
H -1.202 -1.417 -2.443
H 1.942 0.496 1.493
C 1.849 2.640 -2.146
H 1.802 3.623 -1.759
H 1.612 2.058 -2.974
H 2.452 1.913 -1.462
O -0.613 0.164 -2.041
H -0.376 1.636 -2.287
H 0.212 -0.064 -2.569
S -1.050 -2.026 3.767
C -2.136 -2.662 2.568
C -1.979 -2.039 1.373
N -0.980 -1.113 1.487
C -0.341 -0.948 2.692
H -2.862 -3.423 2.711
H -2.502 -2.169 0.435
H 0.382 -0.204 2.862
*
```

Calculated values
Kohn-Sham gap (spin up / spin down)   3.01 / 6.08 eV
Relative energy (zero: lowest compared OMol25 entry of this formula, charge and spin)   1.917 eV
HOMO level (spin up / spin down)   -8.424 / -11.226 eV
LUMO energy (spin up / spin down)   -5.412 / -5.150 eV